*1*
Computed, not measured: a molecular structure, C25H29I2N5O2SV, with the ωB97M-V functional and the def2-TZVPD basis.

Calculated values
multiplicity = 2
charge = +2
orbital gap (alpha / beta) = 6.2582 / 6.8844 eV
E_LUMO (alpha / beta) = -7.32 / -6.70 eV
E_HOMO (alpha / beta) = -13.58 / -13.58 eV
⟨S²⟩ = 0.764

Element x y z (Å)
V  -0.08181  0.25890  -0.70525
C  -3.47337  -1.76420  -2.03979
C  -3.13219  -1.75151  -0.69618
C  -1.84346  -2.10489  -0.30137
C  -0.90355  -2.48840  -1.25928
C  -1.26192  -2.52269  -2.60697
C  -2.54017  -2.15731  -2.99463
H  -4.48080  -1.51073  -2.34193
H  -3.88101  -1.52518  0.05248
H  -1.62994  -2.20681  0.75808
H  0.05769  -2.88967  -0.95572
H  -0.55361  -2.88046  -3.34252
H  -2.83168  -2.22499  -4.03383
I  -4.38050  4.95350  3.37030
C  -3.19721  3.47298  2.47196
C  -2.20726  2.83392  3.21061
C  -1.44633  1.85574  2.60611
I  0.12506  0.90462  3.62688
C  -1.66198  1.48451  1.27349
O  -0.89087  0.60764  0.65200
C  -2.67144  2.13172  0.53666
C  -2.98801  1.64578  -0.85562
N  -1.81185  1.35006  -1.69700
C  -1.19529  2.54856  -2.28531
C  -0.07707  3.06094  -1.42231
C  0.26836  4.40520  -1.41594
C  1.29227  4.84325  -0.59474
C  1.94359  3.91602  0.20699
C  1.55698  2.59326  0.14298
N  0.57595  2.17095  -0.66298
C  -3.41714  3.12558  1.14256
H  -2.03921  3.09508  4.24519
H  -3.63887  2.37337  -1.35351
H  -3.55150  0.71465  -0.75714
H  -2.13510  0.74917  -2.45248
H  -1.93479  3.34245  -2.43504
H  -0.78038  2.29626  -3.26618
H  -0.26725  5.09954  -2.04718
H  1.56402  5.88884  -0.56654
H  2.73832  4.21227  0.87419
H  2.04699  1.85150  0.75789
H  -4.19470  3.62453  0.58054
C  4.88839  -2.55798  -0.49182
C  4.71088  -1.77432  0.80462
N  3.48158  -2.12744  1.51465
C  2.26588  -1.70537  1.22057
S  2.06036  -0.60638  -0.10316
N  1.20962  -2.11596  1.91432
C  1.21056  -3.19200  2.90337
C  1.26903  -4.56905  2.24839
H  5.85705  -2.31704  -0.92390
H  4.11814  -2.29491  -1.21292
H  4.85364  -3.63052  -0.30927
H  4.70223  -0.70338  0.59988
H  5.53497  -1.99504  1.47998
H  3.58010  -2.77494  2.28271
H  0.32172  -1.72159  1.64525
H  0.29964  -3.09078  3.49137
H  2.04852  -3.05205  3.59022
H  0.39240  -4.73719  1.62554
H  1.29003  -5.33549  3.01933
H  2.15635  -4.68467  1.62780
O  1.32275  -0.30242  -4.52592
C  0.90334  -0.13132  -3.46336
N  0.45387  0.03590  -2.35711



*2*
Computed, not measured: a molecular structure, C25H29I2N5O2SV, with the ωB97M-V functional and the def2-TZVPD basis.

Calculated values
multiplicity = 2
charge = +2
orbital gap (alpha / beta) = 6.1592 / 6.8143 eV
E_LUMO (alpha / beta) = -7.41 / -6.77 eV
E_HOMO (alpha / beta) = -13.57 / -13.58 eV
⟨S²⟩ = 0.766

Element x y z (Å)
V  0.34912  -0.25746  0.42865
C  -1.74203  0.30260  -1.65192
C  -1.47973  -0.73955  -2.54118
C  -0.50181  -0.59292  -3.50912
C  0.21573  0.59750  -3.60816
C  -0.05012  1.64406  -2.73990
C  -1.03229  1.49999  -1.76223
H  -2.57272  0.21707  -0.96115
H  -2.06100  -1.65121  -2.48728
H  -0.30181  -1.40122  -4.20024
H  0.96390  0.71599  -4.38217
H  0.48349  2.58202  -2.83857
H  -1.28933  2.35196  -1.14066
I  -6.05674  -0.60184  4.61113
C  -4.39629  -0.74299  3.38096
C  -4.01830  -1.97733  2.87098
C  -2.90540  -2.06391  2.04972
I  -2.31185  -3.92457  1.32682
C  -2.18749  -0.92203  1.73502
O  -1.05272  -0.96816  0.95215
C  -2.57231  0.31710  2.22873
C  -1.87861  1.57444  1.76099
N  -0.40019  1.45699  1.61583
C  0.33209  1.51211  2.90516
C  1.21527  0.31154  3.14385
C  1.93873  0.19260  4.31323
C  2.63710  -0.97328  4.56259
C  2.57284  -2.01452  3.64353
C  1.86508  -1.82477  2.48417
N  1.21996  -0.66513  2.21995
C  -3.67302  0.39712  3.06416
H  -4.57899  -2.86881  3.11875
H  -2.12246  2.39574  2.43380
H  -2.26790  1.83921  0.77931
H  -0.09289  2.22728  1.03565
H  -0.39071  1.54738  3.71831
H  0.92097  2.42440  2.96860
H  1.94014  1.00799  5.02713
H  3.21180  -1.08002  5.47367
H  3.06584  -2.95924  3.82671
H  1.78455  -2.59712  1.74046
H  -3.98239  1.36038  3.45576
C  4.83867  -3.09277  -1.97550
C  4.28892  -3.09943  -0.55982
N  3.04953  -3.89796  -0.45098
C  1.80705  -3.46482  -0.59156
S  1.48484  -1.80134  -1.00086
N  0.79459  -4.30797  -0.47803
C  0.89792  -5.75801  -0.25270
C  1.17874  -6.54115  -1.52934
H  5.77905  -2.54085  -1.99962
H  4.13872  -2.61042  -2.65922
H  5.03583  -4.10594  -2.32982
H  4.06382  -2.09166  -0.22830
H  5.00281  -3.53595  0.13620
H  3.18135  -4.89742  -0.40510
H  -0.11376  -3.91847  -0.67339
H  -0.04819  -6.06868  0.18350
H  1.66094  -5.93696  0.50656
H  0.36389  -6.41854  -2.24433
H  1.27038  -7.60320  -1.29866
H  2.10388  -6.21878  -2.01414
O  3.50022  2.26263  -0.64425
C  2.58467  1.62159  -0.35424
N  1.61784  0.93931  -0.04662



Which one sits at the bottom of the stability order? *1* does.



*1*
Computed, not measured: 2 unconnected molecules or ions with the total composition C3H8O2S, with the ωB97M-V functional and the def2-TZVPD basis.

Calculated values
SMILES = O=CO.CSC
charge = 0
orbital gap = 9.1814 eV
E_LUMO = 0.71 eV
E_HOMO = -8.47 eV

Element x y z (Å)
O  3.29217  2.04137  1.92245
C  2.24605  1.75551  2.41153
O  1.97987  0.55589  3.01368
H  1.35349  2.39375  2.43120
H  2.88310  0.33859  3.31715
C  -0.76648  -0.01514  -0.41213
S  -2.36382  -0.22294  -1.26140
C  -1.86772  -1.45732  -2.46143
H  -0.72108  -0.79399  0.33833
H  -0.70919  0.99790  -0.02515
H  -0.01570  -0.09430  -1.19130
H  -2.64248  -1.73939  -3.15026
H  -0.93881  -1.36803  -3.02691
H  -1.72940  -2.39191  -1.90575



*2*
Computed, not measured: 2 unconnected molecules or ions with the total composition C3H8O2S, with the ωB97M-V functional and the def2-TZVPD basis.

Calculated values
SMILES = O=CO.CCS
charge = 0
orbital gap = 9.3349 eV
E_LUMO = 0.42 eV
E_HOMO = -8.91 eV

Element x y z (Å)
O  0.59996  -2.97352  1.96771
C  -0.51654  -2.51471  1.97173
O  -1.11896  -1.99299  0.82389
H  -1.14970  -2.40162  2.80332
H  -1.66488  -2.69439  0.28078
C  -0.48251  1.76412  -0.76391
C  1.00025  1.45247  -0.56472
S  1.95933  1.08904  -1.99795
H  -0.72751  2.75827  -0.97894
H  -1.04415  1.55869  0.25035
H  -0.81160  1.03069  -1.51831
H  1.27855  2.39910  0.04915
H  1.06742  0.58461  0.18873
H  1.61034  -0.05977  -2.51185



Which one sits at the bottom of the stability order? *2* does.



*1*
Computed, not measured: a single C6H9Cl molecule, with the ωB97M-V functional and the def2-TZVPD basis.

Calculated values
SMILES = C#C[C@@H](Cl)C(C)C
charge = 0
orbital gap = 10.9586 eV
E_LUMO = 0.81 eV
E_HOMO = -10.15 eV

Element x y z (Å)
C  1.72968  1.61425  -1.84428
C  1.39909  1.20982  -0.76049
C  0.85528  0.51613  0.38471
Cl  -0.25484  1.84759  1.14194
C  0.07766  -0.70013  0.08517
C  -1.12524  -0.38953  -0.88129
C  -0.52739  -1.06911  1.45337
H  1.92199  2.26153  -2.64674
H  1.60382  0.52910  1.31178
H  0.69580  -1.33455  -0.38886
H  -1.88389  -0.10541  -0.23173
H  -1.47798  -1.20866  -1.57634
H  -1.04936  0.46590  -1.42309
H  -1.12673  -0.29399  1.91443
H  -1.08938  -2.04065  1.40664
H  0.25150  -1.30229  2.05477



*2*
Computed, not measured: a single C6H9Cl molecule, with the ωB97M-V functional and the def2-TZVPD basis.

Calculated values
SMILES = C=C(C)/C=C(\C)Cl
charge = 0
orbital gap = 9.6162 eV
E_LUMO = 0.71 eV
E_HOMO = -8.91 eV

Element x y z (Å)
C  -1.72590  -1.87483  -0.48082
C  -0.93646  -0.90897  -0.03477
C  -0.70701  -0.74960  1.48002
C  -0.17374  0.14794  -0.93843
C  0.76156  1.15539  -0.81033
C  1.95090  1.50988  0.01593
Cl  0.82793  2.08705  -2.40874
H  -2.23413  -2.56343  0.10893
H  -1.87706  -2.00928  -1.53443
H  -1.53658  -1.16620  2.08081
H  -0.48457  0.27980  1.68258
H  0.18257  -1.29904  1.82264
H  -0.58611  0.36297  -1.91270
H  1.72993  1.14447  1.04181
H  1.94709  2.62613  0.31060
H  2.86157  1.25772  -0.42310



*3*
Computed, not measured: a single C6H9Cl molecule, with the ωB97M-V functional and the def2-TZVPD basis.

Calculated values
charge = 0
orbital gap (alpha / beta) = 8.2855 / 7.6401 eV
E_LUMO (alpha / beta) = -0.38 / -0.02 eV
E_HOMO (alpha / beta) = -8.67 / -7.66 eV

Element x y z (Å)
C  1.62572  -0.28086  0.31332
C  0.33602  -0.75835  0.07633
C  -0.89528  2.26191  -0.56847
C  -0.77477  1.54218  0.75033
C  -0.78401  0.02645  0.42720
C  0.32369  -2.25416  -0.29650
Cl  -2.34834  -0.60558  0.14304
H  2.48469  -0.99117  0.34033
H  1.90348  0.75293  0.19261
H  -1.71856  2.00202  -1.28456
H  0.04554  2.25846  -1.19617
H  0.20225  1.79736  0.98830
H  -1.43680  1.89839  1.40975
H  0.79156  -3.00147  0.38623
H  -0.72409  -2.54922  -0.49892
H  0.96889  -2.09890  -1.18280



*4*
Computed, not measured: 2 unconnected molecules or ions with the total composition C6H9Cl, with the ωB97M-V functional and the def2-TZVPD basis.

Calculated values
charge = 0
orbital gap = 9.4325 eV
E_LUMO = -0.62 eV
E_HOMO = -10.06 eV

Element x y z (Å)
C  2.19706  0.80714  -1.44808
C  -0.91434  1.30152  1.75708
C  1.08987  1.17261  -2.01022
C  -1.25353  0.15555  1.20250
C  -0.11780  -1.59598  -0.16608
C  -0.87019  -0.23831  -0.17928
Cl  -2.35065  -0.24965  -1.12919
H  2.47491  0.21211  -0.62278
H  3.12173  1.18672  -1.99967
H  -0.55566  2.01895  1.19366
H  -1.32095  1.56980  2.84556
H  -1.51830  -0.74854  1.81980
H  0.47607  -1.80555  -1.09739
H  -0.86040  -2.39486  -0.11247
H  0.54802  -1.82194  0.67005
H  -0.14583  0.43044  -0.72349



Which one sits at the bottom of the stability order? *4* does.